(1)
Formula: CBr2N2O
Source: the Open Molecules 2025 dataset
Level of theory: the ωB97M-V functional and the def2-TZVPD basis

XYZ file:
```
6
Properties=species:S:1:pos:R:3:forces:R:3:mulliken_charge:R:1
C -1.212477 0.053687 0.702252 0.6 0.2 1.0 -0.046
N 0.766079 -0.275985 -0.796470 0.4 -0.3 0.0 -0.245
N 1.744686 -0.062193 -0.304202 -0.9 0.5 -1.4 0.778
O 2.788073 0.287743 0.077103 1.3 0.0 1.0 -0.535
Br -2.267681 1.516279 0.330685 -0.5 0.3 -0.3 0.020
Br -1.818680 -1.519530 -0.009367 -0.8 -0.7 -0.3 0.029
```
Forces are in eV/Å.

Values from the calculation:
Orbital gap (eV): 7.906
E (eV): -146144.324



(2)
Formula: CBr2N2O4
Source: the Open Molecules 2025 dataset
Level of theory: the ωB97M-V functional and the def2-TZVPD basis

XYZ file:
```
9
Properties=species:S:1:pos:R:3:forces:R:3:mulliken_charge:R:1
C 0.000680 0.313184 0.993341 2.1 0.6 1.4 -0.056
N -1.197701 -0.219723 0.644122 -1.2 0.3 -1.0 0.989
N 1.120785 -0.202153 -1.645892 1.6 1.0 5.3 0.911
O -1.804710 0.510559 -0.177192 -0.8 -2.1 0.8 -0.536
O 1.693357 -1.182306 -1.826537 0.8 -2.8 -2.4 -0.476
O -1.477124 -1.305979 1.153525 -1.1 0.5 -1.0 -0.584
O 0.391516 0.618289 -1.965601 -2.3 1.4 -3.5 -0.372
Br 0.926808 -0.552265 2.335252 0.4 0.3 -0.1 0.022
Br 0.346390 2.020393 0.488980 0.5 0.8 0.6 0.103
```
Forces are in eV/Å.

Values from the calculation:
Orbital gap (alpha / beta) (eV): 8.963 / 6.502
E (eV): -152282.669



(3)
Formula: CBr3NO
Source: the Open Molecules 2025 dataset
Level of theory: the ωB97M-V functional and the def2-TZVPD basis

XYZ file:
```
6
Properties=species:S:1:pos:R:3:forces:R:3:mulliken_charge:R:1
O -0.634392 -2.062707 2.032092 0.0 -0.2 -0.3 -0.588
N 0.040547 -1.449360 1.245453 0.7 1.4 -0.4 0.490
C 0.646099 -0.712185 0.572211 -0.5 -1.0 0.6 0.046
Br 1.893925 0.075924 -0.458126 -0.1 -0.3 0.2 0.053
Br -0.044415 2.597075 -2.105438 -0.2 0.2 -0.1 -0.011
Br -1.901764 1.551254 -1.286191 0.1 0.0 0.0 0.010
```
Forces are in eV/Å.

Values from the calculation:
SMILES string: [O-][N+]#CBr.BrBr
Orbital gap (eV): 7.944
E (eV): -214698.178



(4)
Formula: CBrIN4
Source: the Open Molecules 2025 dataset
Level of theory: the ωB97M-V functional and the def2-TZVPD basis

XYZ file:
```
7
Properties=species:S:1:pos:R:3:forces:R:3:mulliken_charge:R:1
C 1.301368 -0.091511 -0.287686 -2.4 0.6 0.2 0.416
N 0.955859 0.922318 -0.833629 1.8 -1.8 0.7 0.001
N -0.861506 -0.260520 0.408420 2.8 -0.1 -0.7 -0.330
N -0.323932 1.457352 -0.830772 -0.2 2.7 -1.6 -0.566
N -1.156447 0.793385 -0.188926 -2.0 -1.2 1.3 0.211
Br 2.270392 -1.438963 0.326792 0.4 -0.2 0.0 0.116
I -2.185734 -1.382061 1.405801 -0.4 0.0 0.1 0.153
```
Forces are in eV/Å.

Values from the calculation:
Orbital gap (eV): 8.032
E (eV): -85134.826



(5)
Formula: CBrN3O
Source: the Open Molecules 2025 dataset
Level of theory: the ωB97M-V functional and the def2-TZVPD basis

XYZ file:
```
6
Properties=species:S:1:pos:R:3:forces:R:3:mulliken_charge:R:1
O -0.134249 1.906400 1.150686 -0.3 1.7 0.0 -0.591
N 0.608404 0.986151 1.137129 -0.4 -2.7 -0.1 0.522
C 0.963781 -0.141968 1.096537 -0.2 2.5 0.6 0.055
Br 2.321161 -1.242085 0.988971 1.4 -1.2 0.0 0.042
N -0.214028 -1.249547 -0.808686 -0.3 -0.5 0.1 0.162
N -0.448114 -0.994427 -1.837573 -0.2 0.2 -0.7 -0.190
```
Forces are in eV/Å.

Values from the calculation:
SMILES string: [O-][N+]#CBr.N#N
Orbital gap (eV): 9.619
E (eV): -77594.210



(6)
Formula: CBrN3S
Source: the Open Molecules 2025 dataset
Level of theory: the ωB97M-V functional and the def2-TZVPD basis

XYZ file:
```
6
Properties=species:S:1:pos:R:3:forces:R:3:mulliken_charge:R:1
N 3.623762 -2.031282 0.000435 -0.7 0.6 0.3 -0.196
N 2.837307 -1.250517 0.194658 3.2 -3.2 -0.9 0.268
S 1.786840 -0.192345 0.401497 -2.5 2.6 0.6 -0.066
N -3.536894 2.249489 -0.402714 -0.3 0.4 0.0 -0.325
C -2.886227 1.324913 -0.219708 0.3 -0.4 0.0 0.252
Br -1.824789 -0.100259 0.025833 -0.1 0.1 0.0 0.066
```
Forces are in eV/Å.

Values from the calculation:
SMILES string: N#[N+][S-].N#CBr
Orbital gap (eV): 10.463
E (eV): -86382.949